{
  "formula": "C37H55Cl6F32NO17",
  "method": "ωB97M-V/def2-TZVPD",
  "elements": ["Cl", "Cl", "Cl", "Cl", "Cl", "Cl", "F", "F", "F", "F", "F", "F", "F", "F", "F", "F", "F", "F", "F", "F", "F", "F", "F", "F", "F", "F", "F", "F", "F", "F", "F", "F", "F", "F", "F", "F", "F", "F", "O", "O", "O", "O", "O", "O", "O", "O", "O", "O", "O", "O", "O", "O", "O", "O", "O", "N", "C", "C", "C", "C", "C", "C", "C", "C", "C", "C", "C", "C", "C", "C", "C", "C", "C", "C", "C", "C", "C", "C", "C", "C", "C", "C", "C", "C", "C", "C", "C", "C", "C", "C", "C", "C", "C", "H", "H", "H", "H", "H", "H", "H", "H", "H", "H", "H", "H", "H", "H", "H", "H", "H", "H", "H", "H", "H", "H", "H", "H", "H", "H", "H", "H", "H", "H", "H", "H", "H", "H", "H", "H", "H", "H", "H", "H", "H", "H", "H", "H", "H", "H", "H", "H", "H", "H", "H", "H", "H", "H", "H"],
  "coordinates": [[9.388944, 1.704094, -5.449313], [5.615304, 4.658944, 3.547067], [-4.490386, -1.935306, -5.031073], [10.676754, -0.904776, -5.226153], [3.514004, 6.378774, 4.509207], [-10.345506, -0.575506, 3.106567], [-2.139326, 8.049624, -6.365423], [9.867714, -4.626626, 0.740507], [9.690854, -8.007596, -7.777083], [4.738954, -5.594256, -5.721673], [3.813654, -4.269356, -8.900093], [-10.720486, -5.300046, 8.080627], [-7.089736, -2.741076, 7.831877], [-4.687716, -3.705716, 6.521967], [5.877444, -3.194706, 5.400817], [-8.712236, -6.747256, 6.922497], [1.138174, 6.615514, -10.476693], [4.076914, -6.286206, -8.317063], [-9.264756, -4.296236, 9.376777], [8.413354, -5.852236, -9.000623], [1.922074, 8.876694, -11.939443], [0.269204, 9.410784, -10.537663], [9.898254, -2.801526, 2.867327], [7.752814, -0.468256, 6.718857], [7.864234, -3.195476, 6.159717], [-3.190436, 6.336604, -7.245673], [-8.696906, -7.052496, 8.953647], [5.847864, -0.410086, 5.711697], [-1.079596, 5.824384, -8.824553], [9.123784, -6.574006, -6.374783], [-5.041166, -2.328706, 8.855317], [-4.263716, -4.917366, 8.138107], [-0.377296, 6.180164, -6.849873], [3.119604, 7.286274, -9.924073], [7.851954, -4.826406, 0.908077], [7.000584, -7.378736, -9.050973], [4.600864, -3.481476, -6.199643], [8.364274, -2.240556, 1.495747], [-5.360976, -0.869366, -5.503693], [-0.123596, 7.862604, -8.342913], [-4.650056, -2.315176, -3.646423], [-7.290656, 4.229684, -2.435493], [-1.410296, 1.401204, 2.546487], [7.698564, -3.173706, 3.367297], [-11.306496, -1.666776, 2.896847], [-4.688976, -3.013906, -5.982583], [-3.214256, -1.358496, -5.200573], [1.451464, 1.550974, -0.491513], [-10.450876, -0.180276, 4.446477], [-8.950526, -0.967026, 2.913627], [-7.029326, -5.976256, 8.119717], [-6.893816, 8.173644, 6.771447], [6.727724, -5.826446, -7.563543], [-10.492696, 0.517004, 2.111737], [0.542444, -4.074866, 0.419597], [-1.168706, 0.737154, -0.149213], [-9.411676, -4.928376, 8.170567], [-7.281806, 5.818904, 6.676437], [-6.286926, -5.391886, 7.082007], [-0.774096, 1.845204, -1.140273], [6.921004, -2.396926, 5.569207], [8.896994, -4.489816, 1.612847], [-6.869486, 5.506964, -2.080743], [-7.677526, 7.171084, 6.091007], [-2.250626, 7.282174, -7.464873], [1.520124, 8.941324, -10.627503], [0.671824, 1.529284, -1.637073], [-6.568886, 6.216564, 7.962537], [-6.673076, 7.764374, 8.091957], [-2.459676, 1.873314, 1.638907], [-5.286846, -4.293796, 7.572567], [6.610454, -1.108026, 6.451387], [-1.262276, 2.073904, 3.725817], [1.123774, -6.322446, -0.056373], [1.316824, 7.628164, -8.469523], [1.442254, -4.509656, 1.439047], [1.796984, 7.593994, -9.915433], [-0.911546, 6.785704, -7.862223], [8.690124, -7.417016, -7.254853], [9.068484, -0.042206, -5.358553], [5.012734, 6.352534, 3.605587], [2.732424, 1.004654, -0.797483], [2.034014, -5.809116, 1.022517], [-0.028316, -5.264186, -0.142663], [-5.940166, -3.274516, 8.453197], [4.514734, -5.086726, -8.080513], [8.780604, -3.141356, 2.367497], [-2.588996, 0.891534, 0.458107], [4.196344, -4.729446, -6.591183], [7.467744, -2.010346, 4.164027], [-8.476026, -6.117996, 8.032007], [7.726044, -6.667526, -8.230613], [5.998734, -4.905086, -8.387453], [-6.499986, 5.417334, 6.031777], [-0.853936, -5.518666, 0.521937], [-0.358596, 0.728244, 0.453897], [-5.638976, -6.092556, 6.555397], [-7.333776, 5.692994, -1.112273], [2.159464, -3.712376, 1.634137], [3.062664, -5.666226, 0.691537], [6.130054, -5.088476, -9.453863], [6.086524, -1.349386, 7.376237], [-7.301276, 6.348444, -2.622563], [5.751944, 6.898514, 4.191737], [-1.517596, 1.831044, -1.937203], [-1.162196, 3.144134, 3.545007], [-0.901456, 2.769354, -0.576503], [-0.558206, -5.132066, -1.085983], [-0.426386, 1.699604, 4.316817], [-8.751506, 7.343934, 6.160177], [-1.269296, -0.202606, -0.505363], [0.619294, 0.549684, -2.112193], [-7.380186, 7.116954, 5.043747], [-6.326606, -3.584066, 9.424257], [-6.881316, -4.912926, 6.303927], [8.621984, -0.327036, -4.405863], [8.494574, -0.328646, -6.239843], [0.918454, 2.322244, -2.343093], [-6.945306, 5.702304, 8.846807], [-2.634976, 7.873574, -8.295903], [6.871904, -1.271106, 3.628667], [1.894954, 8.383354, -7.937023], [8.364494, -1.422886, 4.361107], [-2.361866, 2.912374, 1.324437], [2.648414, -0.079026, -0.715733], [-5.789856, 5.608604, -1.970503], [-2.847936, -0.113876, 0.790057], [3.088864, 1.561464, -1.664093], [2.093494, -6.445916, 1.905157], [-7.393386, 8.040694, 8.861957], [-5.503086, 5.989944, 7.991207], [3.116004, -4.769966, -6.452183], [-8.089046, 5.086564, 6.664307], [0.734104, -7.316116, 0.164777], [6.310954, -3.909526, -8.072063], [1.627404, -6.294966, -1.022653], [9.009334, -5.205756, 2.427037], [2.206084, 9.618354, -10.118393], [-2.019046, 2.034124, 4.509277], [-5.677066, 8.120474, 8.355127], [1.674804, 6.720624, -7.983383], [4.858014, 6.736364, 2.597207], [3.383774, 1.305924, 0.022927], [0.783434, -4.544006, 2.306727], [-3.238966, 1.346184, -0.289503], [8.230144, -8.231896, -6.695843], [-9.212186, -4.239656, 7.349617], [-3.358616, 1.823264, 2.253307]],
  "atomic_forces_ev_per_a": [[-0.3558, -0.2778, 0.0949], [0.0276, 0.3594, -0.3203], [-1.8036, 1.9001, -2.4869], [-0.7978, 0.1611, -0.5114], [-0.4392, 0.2552, 0.0401], [1.9652, -0.0244, -3.7467], [0.1769, 0.0269, 0.2480], [2.4303, 1.0450, -0.4267], [3.1833, -1.0598, -3.1022], [0.3939, -0.4267, -0.1171], [-0.0869, 0.6764, 0.0966], [0.8545, -0.3862, 0.0770], [1.9950, -0.2963, 0.1418], [-0.6838, 0.6929, -0.9330], [-1.5042, -0.0533, 0.3490], [-0.8106, -0.1008, -2.7401], [-0.7365, -1.5983, -1.6376], [-0.4106, -2.2381, -0.1155], [0.3057, -0.5753, -0.6548], [1.8696, 0.8315, -0.8902], [-0.6029, -0.1122, 0.5209], [0.1046, -0.5426, -0.2262], [2.6065, 0.7588, 1.2732], [0.6155, 0.4107, 0.0517], [0.0707, 0.5574, 0.3871], [0.9425, -0.2999, 0.2050], [-0.4636, 0.1939, 1.5156], [-2.3417, 2.9169, -2.1276], [0.2021, 0.6200, 0.0347], [0.9279, 2.5318, 1.6841], [-0.1953, 0.3687, -1.1336], [0.8660, -0.6414, 2.0137], [1.5882, -0.9240, 1.7550], [-0.0040, 0.5538, -0.1455], [-2.7755, 0.2603, -0.4405], [-0.1786, -2.4993, -0.9597], [0.2461, -0.3096, -0.8180], [0.1904, 1.6253, -1.3051], [-1.1624, -0.5200, 1.4351], [0.5807, -1.2569, 0.4342], [-0.5155, -0.3835, -0.3355], [0.7545, 1.0948, -0.5077], [-0.5052, -0.9181, -2.3789], [1.7089, -1.0462, -0.6761], [0.7966, 0.7922, -0.3844], [0.3443, -0.9993, 1.1190], [3.4654, -0.0925, 0.3161], [0.4395, -0.2083, 0.2102], [-0.9572, 1.5248, 2.5608], [-0.4570, -1.2757, 0.1099], [-1.4950, 0.8453, 0.6509], [-1.0234, 0.1985, -0.7235], [1.9636, -1.5338, 0.4969], [-1.3426, -1.1415, 1.7093], [0.4572, 0.2104, -1.4820], [-1.1663, 0.7380, -0.9750], [-0.4725, 1.4098, 0.1062], [1.1275, 0.3079, -0.4430], [0.3535, 1.4366, -1.0737], [-0.3068, -1.3963, -0.2851], [1.7876, -0.0141, -1.0543], [-0.3016, -1.4640, 2.6834], [-1.7987, -2.5592, 0.5321], [0.3049, -0.2626, -0.3436], [-2.3135, 1.5774, -0.9347], [2.0547, 0.0727, -0.0239], [-2.8219, 0.9571, 0.5918], [-0.0181, -0.1456, 1.7139], [0.9649, -1.7567, -0.2831], [-0.2713, -1.1729, 1.6033], [-1.0644, -1.2992, -1.2429], [1.1503, -4.0469, 0.9311], [0.2552, 1.6068, 1.7454], [-1.1931, 0.3476, -1.1510], [-0.0683, 0.2182, 0.9046], [-1.3674, 1.6932, 0.3626], [-1.6091, 0.7545, 1.0890], [0.8204, -0.1750, -1.9564], [-4.1323, -1.2394, 1.5873], [1.1828, -0.1475, 0.5760], [0.4442, -0.5584, 0.4379], [-0.0376, 0.9866, 1.6469], [0.9300, -0.3202, 0.8405], [-0.0074, -0.4627, 1.5302], [-1.4883, 1.3308, 2.0156], [1.4522, 2.1218, 1.2717], [-4.7808, -0.3164, -0.0749], [1.8816, 1.3598, 1.5336], [-1.3592, 0.3112, 0.2604], [0.8197, 0.8563, -0.0129], [2.7937, -1.6291, 1.1083], [-2.6823, 3.0872, 1.0021], [0.2629, -0.7519, 0.2006], [-0.1979, -0.2287, -0.1752], [-0.0865, -0.5099, 0.3575], [-0.1470, -0.1084, 1.3178], [-0.1507, -0.4534, 0.2638], [0.2529, 0.6035, 1.2705], [0.0734, 0.0155, -0.1906], [-0.0480, -0.0607, -0.2035], [0.1749, 0.1590, 0.0174], [0.2057, -0.2079, 0.2464], [0.1645, 0.6228, -1.1439], [-0.1372, 0.0863, -0.4052], [0.1718, -0.0019, -0.1309], [0.4417, 0.2511, 0.0086], [0.4237, -0.0193, -0.0773], [0.8353, 0.4292, -0.3228], [0.5556, -0.0493, -0.7239], [-0.0308, 0.3017, 0.1570], [0.6669, -0.1828, -1.1157], [0.3526, -0.1030, -0.2507], [-0.2078, 0.7748, -0.0398], [-0.0152, -1.0982, -0.3480], [-0.3712, -0.0264, 0.0836], [-0.3842, 0.4485, -0.3894], [0.3486, -0.1921, 0.2307], [0.3584, -0.1341, -0.2477], [-0.2952, 0.0758, 0.0908], [-0.0064, 0.3724, 0.0111], [-0.7053, -0.4349, 0.0874], [-0.5266, 0.5425, 0.0599], [0.5436, -0.3845, 0.0527], [0.5177, 0.0593, -0.0327], [0.3803, -0.0898, -1.0781], [0.8402, 0.4378, -0.0912], [-0.3714, 0.2754, -0.1247], [0.2909, -1.0012, -0.4956], [-0.0488, -0.2830, -0.1306], [-0.4281, 0.4389, -0.3163], [-0.0238, -0.2899, -0.5431], [-0.1772, 0.0588, -0.1359], [0.0125, 0.1764, 0.5886], [0.0488, 0.0218, -0.2691], [-0.1402, 0.1017, -0.4093], [0.0624, -0.4102, 0.0358], [0.2715, -0.4580, 0.0519], [-0.0903, 0.5538, -0.1111], [-1.1463, -0.5409, -0.5385], [-0.1890, 0.3991, 0.3005], [-0.5048, -0.3799, -0.2310], [0.1012, -0.1517, 0.2450], [0.0475, 0.0074, 0.0853], [0.3338, -0.5872, 0.6096], [-0.0471, -0.5176, -0.1396], [-1.3129, 0.1904, -0.0677], [0.0259, 0.2858, 0.1044], [-0.4621, 0.0892, -0.4213]],
  "charge": -2
}



{
  "formula": "C5H15N3",
  "method": "ωB97M-V/def2-TZVPD",
  "elements": ["N", "N", "N", "C", "C", "C", "C", "C", "H", "H", "H", "H", "H", "H", "H", "H", "H", "H", "H", "H", "H", "H", "H"],
  "coordinates": [[1.288561, -2.378252, 0.773530], [0.010291, -0.679353, 1.800960], [1.895814, -0.790045, -1.337936], [-2.307604, 1.590420, -0.169062], [1.109100, -0.208824, -0.269971], [0.900389, -1.049371, 0.816426], [-1.902921, 0.180039, -0.592644], [1.377696, 1.269721, -0.056347], [2.054976, -2.537497, 0.131117], [-0.670843, 0.020081, 1.406123], [-2.071559, 0.051995, -1.663838], [-0.500004, -1.447071, 2.220358], [-2.211665, 1.711720, 0.912395], [0.993084, 1.832717, -0.910080], [1.104894, -2.922129, 1.605204], [-3.342921, 1.823450, -0.429948], [-1.660284, 2.335860, -0.632524], [2.482822, -0.104125, -1.795232], [-2.552132, -0.559555, -0.117054], [1.306495, -1.260030, -2.014281], [-0.619323, 0.000641, -0.531784], [0.867680, 1.647523, 0.825844], [2.447454, 1.472086, 0.028745]],
  "atomic_forces_ev_per_a": [[-0.6300, 0.8407, 0.1009], [-0.8983, 1.1760, 0.1001], [-0.0868, -0.1306, 0.2339], [0.1683, -0.1031, 0.0767], [2.1640, -0.3269, 1.1499], [-0.4348, -0.1821, -1.5690], [2.1940, 0.0733, -0.6520], [-0.9508, -0.3068, -0.4157], [-0.0102, -0.3072, 0.4100], [0.9245, -1.0844, 0.7826], [-0.1006, 0.0724, -0.1005], [0.1101, 0.0795, -0.0601], [-0.0277, 0.1018, 0.0526], [0.0563, 0.1773, -0.0414], [0.4985, -0.0777, -0.4145], [0.0354, -0.0042, 0.0036], [-0.0659, 0.0507, -0.0140], [-0.1405, -0.1222, -0.0681], [0.4768, -0.1733, 0.2140], [0.1087, 0.1341, -0.1568], [-3.5591, 0.0970, 0.1326], [0.0976, 0.0581, 0.1532], [0.0704, -0.0423, 0.0819]],
  "de_lowest_kcal_mol": 47.9,
  "smiles": "CC(N)=C(N)N.CC"
}



Frontier orbital gap values, unit eV, following the record order: 1.370; 7.587.
HOMO energy values, unit Ha, following the record order: 0.0067; -0.2425.
Strongest force on any atom values, unit eV Å⁻¹, following the record order: 4.792; 3.563.